1.
The following is a DFT calculation (ωB97M-V with the def2-TZVPD basis set) of a 2-piece molecular cluster, C3H7OS overall.

```
12
Properties=species:S:1:pos:R:3:forces:R:3
C 2.531 0.420 -1.954 0.511 0.640 -0.465
S 1.421 -0.550 -0.829 0.823 0.585 -0.259
H 2.601 -0.075 -2.924 -0.216 -0.091 -0.159
H 3.613 0.609 -1.724 -0.659 -0.593 0.680
H 2.202 1.460 -2.175 -0.359 -0.529 0.218
O -2.363 0.527 2.474 0.777 -0.206 -1.271
C -1.577 0.431 1.531 -0.913 -0.878 0.944
C -1.908 -0.359 0.215 -0.316 2.778 1.868
H -0.606 0.970 1.648 -0.245 -0.357 -0.688
H -2.341 0.594 -0.307 0.397 -2.255 -0.011
H -1.011 -0.730 -0.228 0.693 0.267 -0.738
H -2.565 -1.204 0.435 -0.492 0.638 -0.120
```
Forces are in eV/Å.

Summary:
- Net charge: -1
- Lowest unoccupied orbital energy: 3.99 eV

***

2.
The following is a DFT calculation (ωB97M-V with the def2-TZVPD basis set) of an isolated ion of composition C3H7OS and charge -1.

```
12
Properties=species:S:1:pos:R:3:forces:R:3
C 0.433 1.861 -0.851 -0.830 -0.487 -0.397
O 1.367 1.210 -1.536 0.149 0.112 0.188
C -0.578 0.918 -0.064 0.171 0.490 0.318
C 0.188 -0.126 0.706 -0.521 -1.160 0.392
S -0.645 -1.834 0.828 0.302 0.732 -0.071
H -0.299 2.447 -1.486 0.236 0.167 0.055
H 0.774 2.608 -0.079 0.237 -0.078 -0.027
H -1.115 1.587 0.621 -0.263 -0.196 0.042
H -1.307 0.450 -0.732 0.249 0.050 -0.153
H 0.381 0.130 1.748 0.142 0.244 -0.163
H 1.104 -0.378 0.186 0.247 0.393 -0.179
H 0.468 -2.462 0.439 -0.119 -0.269 -0.004
```
Forces are in eV/Å.

Summary:
- Net charge: -1
- Lowest unoccupied orbital energy: 3.41 eV
- SMILES: [O-]CCCS

***

3.
The following is a DFT calculation (ωB97M-V with the def2-TZVPD basis set) of a 2-piece molecular cluster, C3H7OS overall.

```
12
Properties=species:S:1:pos:R:3:forces:R:3
O -3.466 -0.076 -0.872 0.247 0.293 -0.120
C -2.304 -0.364 -0.659 -1.228 -0.350 -0.233
H -2.097 -1.035 0.191 0.642 0.242 -0.217
H -1.487 -0.038 -1.330 -0.003 -0.132 0.492
C 2.585 1.066 0.981 0.692 -1.059 -0.685
C 1.231 0.864 0.243 -0.401 0.818 1.131
S 0.762 -0.879 0.026 0.419 0.030 -0.291
H 3.180 0.135 0.925 -0.440 0.125 0.054
H 2.374 1.223 2.045 0.388 0.326 -0.220
H 3.288 1.786 0.537 -0.491 0.478 0.301
H 1.044 1.567 -0.602 0.631 -0.736 -0.007
H 0.557 1.279 1.001 -0.456 -0.035 -0.205
```
Forces are in eV/Å.

Summary:
- Net charge: -1
- Lowest unoccupied orbital energy: 4.02 eV

***

4.
The following is a DFT calculation (ωB97M-V with the def2-TZVPD basis set) of one molecule with the formula C3H7OS.

```
12
Properties=species:S:1:pos:R:3:forces:R:3
C 1.078 1.181 0.125 -0.317 -1.844 0.397
O 0.865 2.120 -0.790 -0.118 0.640 -0.194
C -0.255 0.317 0.476 2.659 1.981 -1.274
C -0.475 -0.684 -0.622 -1.711 -0.873 0.859
S -1.852 -1.818 -0.077 0.018 0.167 -0.599
H 1.594 1.465 1.053 0.039 0.384 -0.171
H 1.722 0.451 -0.419 0.176 0.095 0.228
H -0.049 -0.083 1.463 -0.518 -0.155 0.097
H -0.930 1.164 0.420 -0.963 -0.589 0.632
H 0.381 -1.295 -0.886 0.160 0.107 0.010
H -0.912 -0.225 -1.504 0.316 0.105 -0.137
H -1.166 -2.592 0.760 0.259 -0.018 0.151
```
Forces are in eV/Å.

Summary:
- Lowest unoccupied orbital energy (alpha / beta): 0.91 / -1.57 eV
- Multiplicity: 2

***

5.
The following is a DFT calculation (ωB97M-V with the def2-TZVPD basis set) of an isolated ion of composition C3H7OS2 and charge +1.

```
13
Properties=species:S:1:pos:R:3:forces:R:3
C 1.046 0.142 -0.452 1.996 6.010 -2.497
C -1.368 -0.039 -0.725 -2.472 -1.540 -1.614
C -0.240 -0.211 1.396 -0.187 -1.397 3.558
O -0.146 -0.451 -0.003 -0.151 0.547 -0.787
S 1.235 2.275 -0.851 -0.768 -5.538 1.156
S 2.280 -0.953 -0.732 -1.020 -1.604 0.686
H -1.906 -0.904 -1.237 1.363 0.419 1.070
H -2.052 0.319 0.014 -0.139 0.544 0.404
H -1.217 0.646 -1.539 0.894 0.647 0.247
H 0.685 -0.520 1.875 0.268 -0.028 -0.395
H -0.475 0.762 1.779 -0.031 1.053 -1.033
H -0.989 -0.871 1.821 -0.255 -0.305 -0.453
H 3.145 -0.196 -1.347 0.502 1.191 -0.343
```
Forces are in eV/Å.

Summary:
- Net charge: +1
- Lowest unoccupied orbital energy (alpha / beta): -5.68 / -6.33 eV

***

6.
The following is a DFT calculation (ωB97M-V with the def2-TZVPD basis set) of an isolated ion of composition C3H7OS2 and charge +1.

```
13
Properties=species:S:1:pos:R:3:forces:R:3
C -0.313 -0.217 -0.756 0.145 0.826 0.184
C -1.541 0.106 1.216 -0.447 -0.591 2.036
C 2.132 0.163 -0.085 1.971 0.716 -0.259
O -0.309 0.200 0.465 -1.412 -0.770 -0.134
S 1.166 -0.408 -1.475 0.963 0.366 -0.263
S -1.715 -0.334 -1.678 -1.003 -0.437 -0.351
H -1.416 -0.688 1.992 -0.044 0.236 -1.028
H -1.586 0.992 1.799 -0.009 1.008 0.270
H -2.516 0.007 0.714 0.826 -0.146 -0.493
H 2.103 -0.613 0.644 0.344 -0.542 0.584
H 3.168 0.344 -0.463 -0.764 -0.514 0.254
H 1.843 1.098 0.402 -0.431 -0.119 -0.577
H -1.016 -0.651 -2.775 -0.138 -0.033 -0.222
```
Forces are in eV/Å.

Summary:
- Net charge: +1
- Lowest unoccupied orbital energy: -4.85 eV

***

7.
The following is a DFT calculation (ωB97M-V with the def2-TZVPD basis set) of one molecule with the formula C3H7P.

```
11
Properties=species:S:1:pos:R:3:forces:R:3
C -1.469 -0.550 0.367 -2.334 -1.892 1.238
C -0.714 0.198 -0.359 2.942 2.640 2.115
C 0.538 0.973 0.067 1.551 0.572 0.894
P 1.994 -0.343 0.129 -1.562 0.523 1.599
H -2.258 -1.091 -0.114 -0.455 -0.114 -0.616
H -1.544 -0.812 1.421 1.017 0.654 0.064
H -0.879 0.339 -1.354 -0.719 -0.064 -2.764
H 0.854 1.844 -0.628 -0.662 -1.646 0.844
H 0.632 1.433 1.111 -0.930 -0.742 -1.270
H 1.810 -0.588 -1.179 0.021 -0.724 -1.774
H 1.037 -1.402 0.540 1.132 0.794 -0.328
```
Forces are in eV/Å.

Summary:
- Lowest unoccupied orbital energy: 1.13 eV
- SMILES: C=CCP

***

8.
The following is a DFT calculation (ωB97M-V with the def2-TZVPD basis set) of one molecule with the formula C3H7PS.

```
12
Properties=species:S:1:pos:R:3:forces:R:3
C -0.180 -0.004 -0.307 3.857 -1.945 1.555
C -0.224 -0.977 -1.414 1.131 -1.886 2.028
C 0.847 -0.299 0.826 -0.048 1.010 -0.294
P -1.544 2.480 1.320 0.433 -0.284 0.369
S -1.370 1.179 -0.292 -1.934 1.164 -1.105
H -0.540 -0.541 -2.258 -2.247 1.417 -3.154
H -0.819 -1.863 -1.094 0.150 0.366 -0.601
H 0.745 -1.343 -1.801 0.118 0.037 1.036
H 1.865 0.313 0.698 -2.188 -1.110 0.347
H 1.157 -1.408 0.904 -0.818 1.744 -0.118
H 0.247 0.067 1.708 1.479 -0.656 -0.160
H -0.184 2.396 1.709 0.066 0.142 0.095
```
Forces are in eV/Å.

Summary:
- Lowest unoccupied orbital energy (alpha / beta): 0.96 / -1.51 eV
- Multiplicity: 3

***

9.
The following is a DFT calculation (ωB97M-V with the def2-TZVPD basis set) of one molecule with the formula C3H8BN.

```
13
Properties=species:S:1:pos:R:3:forces:R:3
B 2.368 -0.084 -0.157 -2.474 1.460 0.331
C -1.427 -0.757 -0.045 1.827 -0.009 -0.636
C -1.396 0.769 0.179 0.297 -1.905 -2.073
C -0.163 0.012 -0.433 -2.460 2.002 0.602
N 1.009 0.043 0.344 1.308 -0.325 3.263
H 3.256 -0.142 0.531 1.128 -0.359 1.663
H 2.735 0.216 -1.252 -0.854 -0.579 -0.531
H -1.322 -1.552 0.734 -0.349 1.209 -0.396
H -1.813 -1.107 -0.965 -1.069 -0.521 -0.502
H -1.960 1.462 -0.498 0.378 -0.830 1.185
H -1.339 0.861 1.226 0.061 1.234 1.031
H -0.066 0.281 -1.492 0.357 -0.521 0.433
H 0.693 0.174 1.485 1.849 -0.855 -4.369
```
Forces are in eV/Å.

Summary:
- Lowest unoccupied orbital energy: 0.87 eV
- SMILES: BNC1CC1

***

10.
The following is a DFT calculation (ωB97M-V with the def2-TZVPD basis set) of one molecule with the formula C3H8BNO.

```
14
Properties=species:S:1:pos:R:3:forces:R:3
B 1.946 0.006 -0.314 1.185 -1.458 -0.609
C -0.541 1.137 -0.429 0.765 -1.560 0.798
C -0.510 -1.253 0.219 1.619 -0.275 -2.306
C 0.542 0.115 0.178 -3.707 -0.106 2.003
N -1.765 0.602 0.187 -0.129 2.068 2.827
O -1.790 -0.734 -0.123 0.643 -0.819 -0.885
H 2.246 0.639 -1.220 0.496 0.992 -0.891
H 2.791 -0.797 0.013 -0.488 0.274 0.393
H -0.455 2.255 -0.293 0.148 -1.455 -0.001
H -0.625 0.812 -1.451 -0.045 0.677 -0.814
H -0.263 -2.164 -0.518 -0.329 2.251 1.558
H -0.636 -1.627 1.203 0.597 -0.462 1.143
H 0.586 0.398 1.290 0.215 -0.438 -1.121
H -1.526 0.609 1.259 -0.971 0.310 -2.095
```
Forces are in eV/Å.

Summary:
- Lowest unoccupied orbital energy: 0.10 eV
- SMILES: B[C@H]1CNOC1

***

11.
The following is a DFT calculation (ωB97M-V with the def2-TZVPD basis set) of a 2-piece molecular cluster, C3H8BNO overall.

```
14
Properties=species:S:1:pos:R:3:forces:R:3
B -1.863 -1.911 1.416 3.155 1.442 -0.562
C 0.645 1.068 0.429 0.811 1.375 -1.132
C 1.342 0.479 -0.801 2.454 -2.556 1.476
C -0.777 0.738 0.058 -0.085 1.259 4.694
N 0.446 0.359 -1.862 0.237 -2.346 0.346
O -0.866 0.397 -1.090 -1.764 -0.405 -3.679
H -2.011 -1.538 0.293 -0.585 -0.429 0.250
H -0.710 -1.518 1.844 -1.622 -0.620 -0.278
H 1.116 0.811 1.387 -0.771 -0.496 -0.269
H 0.778 2.174 0.402 -0.651 -0.329 -0.002
H 2.179 1.025 -1.193 0.731 0.302 0.319
H 1.685 -0.580 -0.465 -0.254 1.549 -0.741
H -2.486 -2.611 2.065 -0.957 -0.587 0.590
H 0.521 1.107 -2.483 -0.698 1.841 -1.013
```
Forces are in eV/Å.

Summary:
- Lowest unoccupied orbital energy: 0.26 eV

***

12.
The following is a DFT calculation (ωB97M-V with the def2-TZVPD basis set) of C3H8Ba2FO3RbS as an isolated structure.

```
19
Properties=species:S:1:pos:R:3:forces:R:3
Rb -1.370 -3.608 -2.599 0.557 -0.667 -0.257
Ba -3.394 -0.254 -0.390 1.617 0.463 1.555
Ba -3.271 1.024 -4.305 0.950 -0.034 -0.938
F -1.819 -0.640 -2.610 -2.201 0.877 -0.026
O -1.282 1.171 0.287 -1.300 -0.692 -0.877
S 0.147 1.561 0.416 0.246 -1.861 -1.130
O 0.436 2.531 1.344 0.269 2.148 1.985
O 0.930 0.243 0.693 -0.222 -0.163 -0.439
C 0.310 -0.813 1.460 0.042 -0.558 0.648
C 1.393 -1.782 1.895 0.313 0.391 0.172
C 0.788 1.979 -1.148 -0.366 0.430 -0.306
H -0.471 -1.295 0.832 0.234 0.093 -0.049
H -0.169 -0.392 2.346 -0.074 0.075 -0.098
H 2.118 -1.997 1.111 -0.251 -0.145 -0.190
H 0.966 -2.699 2.297 -0.065 -0.025 -0.095
H 1.969 -1.320 2.698 -0.071 -0.015 0.021
H 0.462 1.247 -1.884 0.242 -0.096 -0.015
H 1.870 2.071 -1.072 0.046 -0.198 0.028
H 0.389 2.971 -1.373 0.033 -0.025 0.012
```
Forces are in eV/Å.

Summary:
- Net charge: +4
- Lowest unoccupied orbital energy: -15.45 eV

***

13.
The following is a DFT calculation (ωB97M-V with the def2-TZVPD basis set) of one molecule with the formula C3H8BrOPS.

```
15
Properties=species:S:1:pos:R:3:forces:R:3
C -1.384 1.006 0.995 0.453 3.756 0.645
C 0.288 -1.377 -1.817 0.677 -0.527 2.257
C -0.200 0.273 1.481 0.632 -1.333 -2.145
O 0.297 -0.092 -1.202 0.363 1.716 1.369
P 1.093 0.609 0.105 -0.790 -1.166 -0.951
S 1.832 2.346 -0.357 -0.597 -1.223 0.587
Br 2.493 -1.057 0.621 0.333 0.317 0.091
H -1.289 0.978 -0.046 -0.027 0.673 -1.886
H -2.347 0.625 1.060 -1.731 -1.135 1.308
H -1.378 2.099 1.338 -0.149 -1.486 -0.591
H 0.346 -1.220 -2.857 0.139 0.080 -1.217
H -0.623 -1.947 -1.558 0.321 0.381 -0.034
H 1.176 -1.900 -1.413 -0.536 -0.199 -0.679
H -0.406 -0.778 1.148 0.592 0.405 1.180
H 0.103 0.436 2.504 0.319 -0.259 0.066
```
Forces are in eV/Å.

Summary:
- Lowest unoccupied orbital energy: 0.39 eV
- SMILES: CC[P@@](=S)(Br)OC

***

14.
The following is a DFT calculation (ωB97M-V with the def2-TZVPD basis set) of a 2-piece molecular cluster, C3H8Cl2N overall.

```
14
Properties=species:S:1:pos:R:3:forces:R:3
C 0.668 -1.489 -0.731 3.272 -1.062 2.688
C 0.043 2.340 0.334 -3.486 -0.046 -0.776
C -0.580 -0.952 -1.000 -0.381 1.022 -1.051
N 1.757 -0.603 -0.696 2.348 1.308 -1.161
Cl -0.417 0.727 1.035 -0.608 0.360 0.116
Cl -0.778 0.350 -2.010 -0.295 -0.340 -0.380
H 0.777 -2.384 -1.395 -0.322 0.277 -0.127
H 0.738 -1.995 0.318 -0.999 0.304 -1.478
H -0.796 3.057 0.092 0.138 -1.318 0.715
H 0.433 2.160 -0.621 1.599 -0.131 -0.776
H -1.389 -1.605 -0.883 -1.582 -0.461 0.441
H 2.753 -0.969 -0.769 -2.163 0.535 0.050
H 1.642 0.336 -1.142 0.324 -1.562 0.431
H 0.538 2.757 1.125 2.155 1.114 1.308
```
Forces are in eV/Å.

Summary:
- Net charge: +1
- Lowest unoccupied orbital energy (alpha / beta): -6.49 / -6.49 eV

***

15.
The following is a DFT calculation (ωB97M-V with the def2-TZVPD basis set) of C3H8ClCrO3S as an isolated structure.

```
17
Properties=species:S:1:pos:R:3:forces:R:3
Cr 15.910 22.078 11.410 -2.378 1.473 -1.033
Cl 13.910 23.328 10.586 2.395 -1.476 1.004
O 10.086 21.628 5.752 0.730 0.432 0.294
S 11.361 21.804 6.393 -0.192 -0.114 1.119
O 12.465 20.954 6.056 -0.183 0.703 0.018
O 11.862 23.342 6.303 -0.435 -1.401 -0.819
C 10.827 24.373 6.228 0.685 -0.188 0.899
C 11.501 25.565 6.918 -1.457 -0.216 -0.405
C 11.155 21.679 8.216 -0.125 0.319 -0.587
H 9.970 24.001 6.791 -0.036 0.257 0.090
H 10.484 24.522 5.206 0.362 0.069 -0.074
H 10.674 26.230 7.175 0.319 0.370 0.049
H 12.215 26.077 6.280 0.069 -0.067 0.049
H 11.955 25.212 7.841 0.132 0.093 -0.017
H 11.340 20.651 8.516 0.013 -0.018 -0.155
H 10.159 21.982 8.534 -0.100 -0.068 -0.297
H 11.862 22.362 8.683 0.203 -0.170 -0.135
```
Forces are in eV/Å.

Summary:
- Net charge: +1
- Lowest unoccupied orbital energy (alpha / beta): -9.12 / -7.64 eV
- Multiplicity: 5

***

16.
The following is a DFT calculation (ωB97M-V with the def2-TZVPD basis set) of a 2-piece molecular cluster, C3H8ClN overall.

```
13
Properties=species:S:1:pos:R:3:forces:R:3
C 1.944 -0.915 -0.855 -1.563 -2.246 -2.864
C 0.557 -0.858 -0.183 5.675 0.193 4.997
C -1.976 0.447 0.873 -0.193 1.571 0.570
N -1.664 1.729 1.168 -2.163 -1.177 -2.220
Cl -3.484 0.548 -0.205 1.032 -0.012 0.698
H 2.669 -0.353 -0.290 0.456 -0.068 -0.168
H 2.225 -2.080 -1.061 -0.283 2.876 0.895
H 1.763 -0.528 -1.907 0.932 -0.065 1.033
H 0.986 -1.232 0.991 -2.574 0.716 -3.097
H 0.164 0.120 -0.075 0.128 1.044 0.169
H -0.143 -1.376 -0.682 -2.418 -2.566 -1.128
H -2.197 2.411 0.626 0.209 0.268 0.510
H -0.845 2.087 1.600 0.762 -0.535 0.606
```
Forces are in eV/Å.

Summary:
- Lowest unoccupied orbital energy: 0.67 eV

***

17.
The following is a DFT calculation (ωB97M-V with the def2-TZVPD basis set) of a 2-piece molecular cluster, C3H8ClN2 overall.

```
14
Properties=species:S:1:pos:R:3:forces:R:3
C 0.137 0.406 0.127 -1.172 -0.092 0.269
C 2.048 -1.027 -0.437 0.344 0.183 -0.184
C -3.062 0.250 0.854 1.319 0.082 0.110
N 0.597 1.487 -0.442 0.449 0.262 -0.221
N 0.750 -0.735 0.170 0.031 -0.492 0.141
Cl -3.815 -0.302 -0.483 -0.287 -0.159 -0.348
H 2.797 -0.313 -0.090 0.000 -0.078 0.022
H 1.984 -0.982 -1.524 -0.033 0.003 -0.005
H 2.361 -2.027 -0.149 -0.050 0.064 0.039
H -2.787 -0.438 1.635 -0.112 -0.133 0.080
H -2.910 1.304 0.983 -0.149 0.283 0.010
H 0.067 2.345 -0.432 0.007 -0.150 0.037
H 1.529 1.539 -0.855 -0.241 -0.019 0.081
H 0.304 -1.507 0.644 -0.105 0.246 -0.030
```
Forces are in eV/Å.

Summary:
- Net charge: +1
- Lowest unoccupied orbital energy (alpha / beta): -6.67 / -4.95 eV

***

Per-record energy relative to the best compared isomer or geometry (same formula, charge and spin), kcal per mole: 28.5, 37.8, 33.0, 20.8, 113.7, 0.0, 21.8, 21.3, 39.1, 129.7, 180.2, 0.0, 21.9, 63.3, 5.3, 69.8, 83.3
Per-record M, Da: 91.15, 91.15, 91.15, 91.15, 123.22, 123.22, 74.06, 106.13, 68.92, 84.91, 84.91, 503.28, 203.04, 129.01, 211.61, 93.56, 107.56